1.
Here is a 2-piece molecular cluster, C5H12NO overall from OMol25. Energies are from ωB97M-V/def2-TZVPD.

```
19
Properties=species:S:1:pos:R:3:forces:R:3:lowdin_charge:R:1
C 0.3427 0.4015 -1.1002 0.04 -1.67 -0.45 -0.247
N 1.9584 0.4531 -1.8752 -0.22 -0.09 0.26 -0.003
C 1.7567 1.0596 -0.7090 0.99 0.16 -0.74 -0.362
O -1.8876 1.4678 0.4014 0.30 0.14 -0.19 -0.491
C 0.1871 -1.0836 -0.7048 0.01 0.57 -0.28 -0.223
C -0.8299 -1.1879 0.4090 -0.46 0.13 0.30 -0.293
C -0.3645 -0.5637 1.7351 0.39 -0.62 -0.34 -0.121
H -0.0820 0.6717 -2.0585 -0.06 0.12 0.02 0.115
H -0.3145 0.9368 -0.3586 -0.41 1.16 0.17 0.088
H -2.1244 2.2722 -0.0731 -0.01 0.01 0.02 -0.137
H 2.0709 0.6222 0.2574 -0.19 -0.05 -0.03 0.089
H 1.7648 2.1483 -0.7235 -0.33 0.50 0.56 0.086
H -0.1288 -1.6740 -1.5694 0.08 0.06 -0.04 0.100
H 1.1792 -1.4329 -0.4288 0.12 -0.23 0.16 0.094
H -1.1449 -2.2125 0.5701 0.05 -0.45 0.03 0.084
H -1.7120 -0.6272 0.1013 -0.07 -0.02 -0.05 0.071
H -1.1260 0.0913 2.1336 -0.10 0.05 0.19 0.046
H -0.0827 -1.3698 2.4151 -0.06 0.07 0.34 0.054
H 0.5374 0.0270 1.5782 -0.06 0.17 0.06 0.047
```
Forces are in eV/Å.

Results
Relative energy (zero: lowest compared OMol25 entry of this formula, charge and spin): 90.5 kcal/mol
HOMO: -3.43 eV
Orbital gap: 7.70 eV
Net charge: -1



2.
Here is C20H28ClN3O4Ru as an isolated structure from OMol25. Energies are from ωB97M-V/def2-TZVPD.

```
57
Properties=species:S:1:pos:R:3:forces:R:3:lowdin_spin:R:1
Ru 0.2441 0.1231 0.2507 -0.75 -4.64 0.75 2.321
Cl -1.3884 -0.3146 -1.3073 -2.14 -0.82 -1.80 0.221
N 1.6692 -0.5397 -1.1989 1.83 1.62 -1.87 0.050
N -1.3667 0.4304 1.6356 -1.14 2.23 1.09 0.046
C 2.5789 0.2753 -1.6818 -1.58 -2.35 1.10 0.037
C -1.8452 1.6282 1.8438 0.57 -2.85 -0.09 0.026
C 1.8227 -1.8431 -1.8886 0.20 0.01 0.18 0.006
C 3.2611 -1.7410 -2.3840 0.68 0.28 0.21 0.004
C 0.8935 -1.9350 -3.0840 -0.38 0.15 -0.25 0.002
C 1.5898 -3.0150 -0.9598 0.32 -0.20 0.04 0.002
H 1.1027 -1.1253 -3.7967 -0.11 -0.12 0.08 0.000
H -0.1473 -1.8575 -2.7548 0.24 -0.03 -0.20 0.003
H 1.0642 -2.8980 -3.5830 -0.05 0.15 0.03 0.000
H 2.2784 -2.9687 -0.1116 -0.33 0.01 0.09 0.002
H 1.7783 -3.9402 -1.5199 -0.07 0.04 0.08 0.000
H 0.5550 -3.0247 -0.5989 0.28 0.07 0.03 0.001
C -2.2308 -0.5600 2.3308 0.34 0.07 0.02 0.006
C -3.3760 0.3117 2.8323 -0.53 0.71 0.02 0.004
C -1.4882 -1.1858 3.4981 0.17 0.06 0.18 0.003
C -2.7248 -1.6450 1.3996 -0.18 -0.11 -0.25 0.003
H -3.1888 -1.1981 0.5164 0.07 -0.20 0.05 0.002
H -3.4648 -2.2508 1.9387 0.10 0.02 -0.08 0.000
H -1.8975 -2.2907 1.0867 -0.14 0.16 -0.01 0.001
H -1.1639 -0.3994 4.1894 0.07 -0.17 -0.02 0.001
H -0.6163 -1.7471 3.1487 0.09 0.15 0.01 0.002
H -2.1738 -1.8624 4.0229 0.06 0.07 0.01 0.000
O -3.0047 1.6855 2.4892 -0.61 0.14 0.61 0.012
H -3.5159 0.2776 3.9200 0.08 -0.01 -0.25 0.001
H -4.3326 0.1057 2.3376 0.17 0.05 0.04 0.001
O 3.5247 -0.2928 -2.4200 0.50 -0.43 -0.60 0.017
H 3.4427 -2.1275 -3.3939 -0.15 0.10 0.24 0.001
H 3.9742 -2.1948 -1.6787 -0.13 0.23 -0.15 0.001
C 2.5702 1.7436 -1.4740 0.24 -0.26 0.07 0.032
C -1.1984 2.8892 1.3989 -0.22 -0.13 0.43 0.030
C -0.7798 2.7225 -0.0128 0.80 -0.02 -1.18 0.167
H -0.3119 3.0321 2.0413 -0.28 0.05 -0.23 0.005
H -1.8919 3.7190 1.5328 0.03 -0.04 0.06 0.003
C 0.3787 1.9347 -0.2883 1.84 3.03 1.09 0.207
C 1.1431 2.1608 -1.4701 -1.12 0.68 0.10 0.159
H 1.0504 1.3229 0.8918 0.49 3.15 -0.59 0.036
C 0.4273 2.5982 -2.5705 0.53 -0.10 0.39 0.004
C -0.8920 3.0315 -2.3825 -0.29 0.10 -0.29 0.163
C 1.0517 2.5406 -3.9293 -0.09 0.09 -0.43 -0.005
C -1.4854 3.1586 -1.1215 0.23 0.00 0.54 0.004
H -1.4684 3.3273 -3.2577 0.05 -0.03 0.09 0.012
C -2.8669 3.7018 -0.9364 -0.31 0.15 -0.20 -0.005
H -3.2969 3.9432 -1.9125 -0.10 0.04 0.17 0.001
H -2.8668 4.6101 -0.3185 -0.07 -0.12 -0.14 -0.002
H -3.5124 2.9589 -0.4436 0.11 0.21 -0.16 -0.002
H 2.0087 3.0788 -3.9649 -0.20 -0.08 -0.07 -0.002
H 0.3691 2.9857 -4.6601 0.21 -0.06 -0.05 0.001
H 1.2413 1.4978 -4.2314 -0.04 0.28 0.07 -0.002
H 3.1445 2.2320 -2.2624 0.06 -0.09 0.09 0.003
H 3.0349 1.9323 -0.4923 -0.10 0.08 -0.26 0.005
O 1.2789 -1.8182 2.0011 -0.47 -3.68 0.93 0.418
N 1.4691 -0.6174 1.7020 -1.27 0.46 -1.12 0.628
O 2.3563 0.0712 2.2575 2.49 1.92 1.43 0.366
```
Forces are in eV/Å.

Results
Relative energy (zero: lowest compared OMol25 entry of this formula, charge and spin): 30.1 kcal/mol
HOMO (spin up / spin down): -0.37 / -3.29 eV
⟨S²⟩: 8.805
Multiplicity: 6
Orbital gap (spin up / spin down): 3.23 / 5.33 eV
Net charge: -1



3.
Here is C32H43MoN6O3 as an isolated structure from OMol25. Energies are from ωB97M-V/def2-TZVPD.

```
85
Properties=species:S:1:pos:R:3:forces:R:3:lowdin_charge:R:1
Mo -0.2755 -0.0824 -0.4665 -0.40 0.29 0.00 1.725
C 3.8126 -1.0168 3.3192 0.02 -0.01 -0.03 -0.061
C 2.3326 -0.9345 3.6795 -0.02 0.05 -0.02 -0.395
C 2.0700 -1.5341 5.0657 0.01 -0.02 0.01 -0.040
C 1.4190 -1.5877 2.6597 0.05 0.05 0.02 -0.200
C 1.8123 -2.6855 1.8916 0.01 -0.01 0.05 0.027
C 0.9148 -3.3610 1.0819 -0.12 -0.02 0.02 -0.022
C -0.4123 -2.9472 0.9674 -0.05 -0.15 0.04 -0.290
C -1.4390 -3.8170 0.2923 0.01 0.02 0.01 -0.029
C -0.7933 -1.7792 1.6552 0.01 -0.16 -0.28 -0.125
C 0.1065 -1.1581 2.5286 0.09 0.00 -0.13 -0.068
H 4.4009 -0.4145 4.0104 -0.01 0.00 0.00 0.091
H 4.0134 -0.6663 2.3042 -0.01 0.01 0.01 0.085
H 4.1841 -2.0389 3.4022 -0.01 -0.01 0.00 0.088
H 2.0535 0.1313 3.7262 0.00 -0.02 0.00 0.115
H 2.2872 -2.6034 5.0613 0.01 0.00 -0.01 0.099
H 1.0307 -1.4082 5.3731 0.00 0.00 0.00 0.083
H 2.7111 -1.0672 5.8133 -0.01 0.01 0.00 0.092
H 2.8266 -3.0556 1.9676 0.00 0.00 0.00 0.128
H 1.2325 -4.2587 0.5659 0.00 -0.01 0.02 0.129
H -1.9234 -3.3235 -0.5516 0.01 -0.01 -0.02 0.053
H -2.2084 -4.1030 1.0114 0.01 -0.01 0.00 0.103
H -0.9857 -4.7329 -0.0829 0.00 0.01 -0.02 0.092
H -1.8463 -1.5204 1.7102 0.00 0.07 0.02 0.108
H -0.2631 -0.3672 3.1656 0.01 0.08 0.04 0.103
C 1.9441 5.0433 -1.2457 -0.04 -0.02 -0.04 -0.018
O 0.8971 4.0535 -1.2154 0.01 0.00 0.02 -0.101
C 0.5365 3.5040 -2.4089 -0.01 0.07 -0.10 -0.214
C 0.4756 4.1910 -3.6142 0.07 0.00 0.12 0.041
C 0.0810 3.5478 -4.7818 -0.04 -0.08 -0.08 -0.015
C -0.2660 2.2103 -4.7721 0.02 0.07 -0.04 0.004
C -0.2464 1.5080 -3.5689 0.01 -0.08 0.04 -0.120
C -0.5295 0.0920 -3.5085 -0.08 0.14 0.07 0.038
N -0.6652 -0.4126 -2.3450 0.21 -0.13 0.30 -0.171
N -0.6383 -1.6731 -1.8267 0.07 -0.16 -0.04 -0.019
C 0.7713 -2.0087 -1.7387 -0.13 -0.20 0.07 -0.387
O 1.4462 -1.1231 -1.1434 0.03 -0.18 0.29 -0.056
C 1.2598 -3.2618 -2.2086 0.05 0.02 0.00 -0.178
C 0.3976 -4.1537 -2.8674 0.00 0.00 0.00 -0.001
C 0.8944 -5.3526 -3.3370 0.00 0.00 0.00 -0.029
C 2.2402 -5.6587 -3.1564 0.00 -0.01 0.00 -0.004
C 3.1026 -4.7756 -2.5058 0.00 0.00 0.00 -0.026
C 2.6190 -3.5785 -2.0274 -0.01 0.00 -0.01 0.008
C 0.1535 2.1598 -2.3911 -0.10 -0.04 0.11 -0.183
O 0.1896 1.5390 -1.1799 0.10 0.84 -0.45 -0.277
H 1.7639 5.8095 -1.9941 -0.03 0.03 0.03 0.088
H 2.9020 4.5598 -1.4362 0.00 0.02 -0.02 0.111
H 1.9475 5.5162 -0.2679 0.02 -0.04 0.01 0.089
H 0.7356 5.2391 -3.6546 0.01 -0.01 -0.02 0.127
H 0.0514 4.1069 -5.7065 0.00 -0.01 0.00 0.131
H -0.5554 1.7059 -5.6845 0.00 0.01 -0.01 0.133
H -0.5969 -0.5374 -4.3907 0.01 0.02 -0.02 0.167
H -0.6450 -3.8991 -3.0006 0.00 0.01 0.01 0.118
H 0.2442 -6.0502 -3.8460 0.00 0.00 0.00 0.124
H 2.6255 -6.5987 -3.5299 0.00 0.00 0.00 0.129
H 4.1453 -5.0325 -2.3825 0.00 0.00 0.00 0.125
H 3.2696 -2.8768 -1.5223 -0.01 0.00 0.00 0.130
N -0.2504 4.3079 3.8574 0.01 -0.01 -0.02 0.213
C 0.5184 3.5438 2.8007 -0.01 0.04 0.04 -0.107
C -0.2565 2.3119 2.3343 -0.08 -0.06 0.06 -0.223
N 0.5084 1.5361 1.3532 0.05 -0.18 -0.14 -0.006
H 0.2859 5.1146 4.1908 -0.01 0.00 0.00 0.186
H -0.4567 3.7253 4.6738 0.01 0.00 0.00 0.181
H -1.1414 4.6636 3.5006 0.00 0.00 0.00 0.181
H 1.4744 3.2763 3.2493 0.00 -0.01 -0.01 0.143
H 0.6941 4.2396 1.9809 0.01 -0.01 -0.01 0.133
H -1.2090 2.6102 1.8923 0.05 -0.02 0.05 0.102
H -0.4859 1.6788 3.1917 0.00 -0.05 0.02 0.114
H 1.3006 1.0854 1.8052 0.03 0.02 0.02 0.083
H 0.8727 2.1566 0.6306 0.04 0.03 0.04 0.074
C -5.7484 -0.9183 -0.5174 -0.01 0.01 0.00 0.012
C -4.5634 -0.0250 -0.4158 0.02 -0.02 0.03 -0.259
C -4.4474 1.3458 -0.4787 0.04 0.01 0.00 0.046
C -3.0853 1.6379 -0.3346 -0.09 0.04 0.12 -0.301
N -2.3909 0.5059 -0.1629 0.13 -0.26 0.03 -0.067
N -3.3151 -0.4939 -0.2251 0.00 0.05 -0.11 0.053
C -2.4751 2.9971 -0.4067 0.04 0.02 -0.04 -0.013
H -6.6524 -0.3198 -0.5900 -0.01 -0.01 0.00 0.098
H -5.8351 -1.5632 0.3571 0.01 0.00 0.00 0.097
H -5.6872 -1.5487 -1.4053 0.00 0.00 0.00 0.098
H -5.2491 2.0512 -0.6169 0.01 0.01 -0.01 0.134
H -3.0236 -1.4584 -0.2303 0.00 -0.02 0.01 0.128
H -3.0868 3.7088 0.1475 -0.01 0.00 0.01 0.100
H -2.4514 3.3422 -1.4422 0.00 0.00 0.00 0.104
H -1.4547 3.0276 -0.0321 -0.02 -0.02 -0.10 0.037
```
Forces are in eV/Å.

Results
Relative energy (zero: lowest compared OMol25 entry of this formula, charge and spin): 22.7 kcal/mol
HOMO (spin up / spin down): -15.83 / -15.82 eV
Orbital gap (spin up / spin down): 6.90 / 6.90 eV
Net charge: +3



4.
Here is a 15-piece molecular cluster, C21H70F6O14P overall from OMol25. Energies are from ωB97M-V/def2-TZVPD.

```
112
Properties=species:S:1:pos:R:3:forces:R:3:lowdin_charge:R:1
P -0.0072 0.0424 -0.2385 0.60 -0.08 2.08 0.295
F -1.2476 0.4227 0.7783 0.30 -0.04 -0.73 -0.152
F -1.0867 -0.2357 -1.4178 0.43 0.84 -0.17 -0.133
F 0.0728 1.6352 -0.6328 0.42 -1.19 -0.03 -0.136
F 1.2693 -0.3156 -1.2051 -1.11 0.49 0.04 -0.134
F 1.0220 0.1821 1.0309 -0.23 0.81 -0.84 -0.140
F -0.1659 -1.4927 0.1867 0.02 -0.41 -0.60 -0.136
C 4.7246 -0.9521 0.1128 -0.10 0.42 0.78 -0.128
O 3.8418 -1.2457 -0.9445 0.72 -0.56 -0.50 -0.129
H 4.9954 0.1033 0.1426 -0.25 0.27 0.07 0.071
H 4.2833 -1.2561 1.0620 -0.06 0.21 0.16 0.058
H 5.6898 -1.4575 0.0813 -0.25 -0.49 -0.78 0.081
H 3.0079 -0.7746 -0.8780 -0.08 0.24 0.56 0.042
C 5.3659 -0.8152 -4.0084 1.00 1.04 -0.27 -0.095
C 3.8747 -0.4888 -3.9952 1.17 -1.36 0.10 -0.310
O 3.2671 -1.7079 -3.6369 -1.24 -0.08 -0.37 -0.096
H 5.9252 -0.0271 -4.5126 0.23 0.44 0.26 0.059
H 5.6963 -1.7010 -4.5510 -0.88 -0.28 -0.18 0.071
H 5.7657 -0.9587 -3.0046 -0.14 0.24 0.13 0.061
H 3.5561 -0.1690 -4.9874 -0.27 -0.03 0.05 0.105
H 3.6190 0.2504 -3.2360 0.20 0.44 -0.24 0.099
H 3.3136 -1.7058 -2.6780 0.06 -0.51 0.27 0.023
C -1.6095 4.0934 -2.0897 -1.34 -0.61 -0.37 -0.059
C -2.3349 2.6843 -2.1156 1.21 2.46 -1.31 -0.318
O -2.6093 2.2379 -0.8654 -0.97 -1.01 1.80 -0.094
H -1.3361 4.2937 -3.1257 0.72 0.09 0.15 0.065
H -0.8160 4.1765 -1.3471 0.32 -0.37 -0.46 0.059
H -2.2959 4.9050 -1.8481 -0.41 -0.15 0.22 0.061
H -1.6708 2.0088 -2.6547 -0.18 -0.23 -0.14 0.085
H -3.2735 2.7951 -2.6585 -0.01 -0.07 -0.25 0.111
H -1.9357 1.6076 -0.5998 -0.19 0.15 0.24 0.023
C 2.3760 -4.9704 -0.2167 -0.60 -0.32 0.14 -0.076
C 1.6211 -4.2318 -1.3384 0.16 -0.09 -0.35 -0.300
O 0.4578 -4.8957 -1.8127 -0.03 -1.26 0.90 -0.101
H 2.5668 -6.0105 -0.4809 0.02 -0.04 -0.25 0.064
H 1.8404 -5.0086 0.7319 -0.52 0.10 -0.13 0.055
H 3.3293 -4.5319 0.0781 0.09 0.35 -0.58 0.062
H 2.2360 -4.1799 -2.2368 0.69 0.53 0.25 0.105
H 1.3134 -3.2358 -1.0198 0.37 0.19 0.10 0.087
H -0.0966 -4.2353 -2.2348 -0.08 0.51 -0.03 0.021
C -5.4213 0.2691 2.8296 -0.35 -0.66 0.36 -0.079
C -4.8847 0.4603 1.4452 -0.33 0.27 0.54 -0.296
O -4.5415 1.8341 1.2437 0.06 -0.49 0.10 -0.084
H -6.3226 0.8670 2.9649 0.27 0.26 0.44 0.080
H -4.6519 0.3543 3.5969 -0.09 0.76 0.02 0.082
H -5.7262 -0.7682 2.9681 -0.21 -0.22 -0.32 0.068
H -5.6879 0.2663 0.7343 0.21 -0.66 -0.25 0.117
H -4.0145 -0.1918 1.3700 0.05 0.02 -0.65 0.098
H -4.1203 1.8213 0.3812 0.43 0.64 -0.54 0.054
C 3.6874 3.1938 -0.1004 0.58 -0.17 0.99 -0.078
C 2.3564 3.9165 -0.0317 -0.80 -0.75 -1.04 -0.318
O 1.9884 4.3883 -1.3125 0.27 1.60 -0.08 -0.094
H 3.7936 2.3855 -0.8239 -0.63 0.05 -0.20 0.064
H 3.9001 2.7484 0.8714 0.00 -0.15 0.24 0.057
H 4.5344 3.8546 -0.2847 -0.19 0.36 -0.15 0.070
H 2.3385 4.7426 0.6791 0.47 0.27 -0.20 0.106
H 1.5177 3.3014 0.2944 0.35 -0.61 0.39 0.084
H 1.5666 3.7381 -1.8790 0.05 -0.51 0.14 0.015
C -2.3698 -3.8187 0.0194 -0.02 0.10 0.71 -0.075
C -3.4142 -3.0209 0.8209 0.38 -0.66 -0.60 -0.305
O -4.3699 -3.9447 1.3247 -0.38 -0.36 -0.14 -0.081
H -2.7268 -4.5354 -0.7202 -0.79 0.48 -0.24 0.073
H -1.8209 -4.4988 0.6708 0.45 0.50 0.27 0.078
H -1.7334 -3.0922 -0.4859 0.24 -0.42 0.18 0.040
H -3.8367 -2.2770 0.1455 -0.53 0.04 -0.12 0.092
H -2.9678 -2.4579 1.6407 0.40 -0.13 0.07 0.106
H -4.9660 -3.5594 1.9712 0.19 0.32 -0.03 0.067
C -3.7353 -0.6066 -3.7545 -0.20 -0.26 -1.30 -0.076
C -4.2133 -1.9805 -4.2230 0.95 -0.45 0.75 -0.277
O -3.5611 -2.9470 -3.3753 -0.29 0.15 0.26 -0.105
H -2.6498 -0.5092 -3.7725 0.04 -0.40 0.44 0.067
H -4.1701 -0.3330 -2.7932 0.17 0.06 -0.11 0.082
H -4.0262 0.0735 -4.5552 -0.44 0.45 0.27 0.072
H -3.9166 -2.2427 -5.2385 -0.05 0.53 -0.27 0.109
H -5.2971 -2.0638 -4.1419 -0.11 0.01 0.07 0.106
H -3.8147 -3.8409 -3.6165 -0.07 -0.04 -0.04 0.092
C -0.5911 4.1570 2.6862 0.00 0.18 -0.16 -0.059
C -1.7988 3.6226 1.9248 0.95 -0.37 0.13 -0.302
O -2.6748 2.9578 2.8169 0.32 0.60 0.32 -0.093
H -0.0259 3.3618 3.1723 -0.19 -0.19 -0.08 0.051
H -0.8430 4.8797 3.4624 -0.28 0.02 -0.01 0.075
H 0.0923 4.6553 1.9987 0.01 0.05 -0.13 0.061
H -1.4592 2.9006 1.1822 0.29 -0.02 0.00 0.079
H -2.3023 4.3798 1.3236 -0.20 0.40 0.29 0.114
H -3.2873 2.5012 2.2356 -0.97 -0.28 -0.14 0.021
C 2.3464 -2.5623 2.6431 -0.87 0.60 0.85 -0.076
C 0.9622 -2.3299 3.2844 0.61 0.98 -1.10 -0.301
O -0.0214 -2.9140 2.4672 -0.48 -1.27 0.47 -0.088
H 3.0694 -1.9423 3.1731 0.30 -0.18 0.08 0.061
H 2.2561 -2.1542 1.6364 0.29 -0.42 -0.23 0.050
H 2.5958 -3.6227 2.6823 0.19 0.13 -0.27 0.071
H 0.7190 -1.2715 3.1913 0.54 0.41 0.86 0.086
H 0.9257 -2.6344 4.3304 -0.35 -0.27 -0.19 0.115
H 0.0629 -2.4484 1.6319 -0.28 -0.20 -0.08 0.024
C 2.8215 3.0983 4.5811 -0.20 1.14 -0.64 -0.087
C 2.1472 1.8027 4.1495 0.11 0.71 0.39 -0.327
O 2.7828 0.8170 4.9093 0.11 -1.68 0.50 -0.085
H 3.7850 3.2530 4.0955 0.16 -0.23 -0.15 0.064
H 3.0204 3.1402 5.6520 -0.26 -0.41 0.04 0.073
H 2.2528 4.0005 4.3558 -0.24 0.02 -0.19 0.059
H 2.1982 1.5565 3.0889 0.23 0.37 -0.26 0.100
H 1.0815 1.7807 4.3771 0.04 -0.02 0.32 0.098
H 3.6622 0.6669 4.5548 0.02 0.01 -0.05 0.080
O -1.3826 0.5952 3.5223 0.34 -0.68 0.64 -0.056
H -1.9972 1.2939 3.2979 -0.17 0.72 -0.05 -0.017
H -0.8637 0.4678 2.7281 0.04 -0.09 -0.16 -0.014
O -0.7973 -2.5591 -2.6904 0.48 -0.28 -0.43 -0.046
H -0.7013 -1.7584 -2.1747 0.11 -0.02 0.02 -0.011
H -1.7415 -2.6505 -2.8183 -0.64 -0.13 -0.17 0.002
O 0.9698 2.5146 -3.1537 0.05 0.04 -0.19 -0.030
H 0.9792 2.2804 -4.0818 0.14 0.04 -0.25 0.062
H 0.4887 1.8029 -2.7315 -0.08 -0.24 0.34 0.011
```
Forces are in eV/Å.

Results
HOMO: -6.84 eV
Orbital gap: 9.12 eV
Net charge: -1



Number 1: F_max 1.7 eV Å⁻¹. Number 2: F_max 4.8 eV Å⁻¹. Number 3: F_max 1.0 eV Å⁻¹. Number 4: F_max 3.0 eV Å⁻¹.